Arrangement one

Formula: C6H13N3O3S
Source: the Open Molecules 2025 dataset
Level of theory: ωB97M-V/def2-TZVPD

Values from the calculation:
* HOMO: -7.1 eV
* E_LUMO: 0.6 eV
* net charge: 0

Last column: Mulliken charge in e.
Cartesian coordinates (Å):
1 C 1.283 0.613 0.743  -0.180
2 C 1.744 1.595 -0.083  0.406
3 C 1.976 3.029 0.153  -1.610
4 C -3.255 -0.479 0.472  -0.688
5 C -2.167 -1.539 0.406  0.047
6 C -0.017 -1.793 1.247  -0.848
7 N 2.304 1.302 -1.304  -0.123
8 N 2.049 0.105 -1.976  -0.527
9 N 1.156 -0.760 0.298  -0.283
10 O 1.035 -2.208 -1.731  -0.627
11 O -3.795 -0.359 -0.813  -0.527
12 O -1.150 -1.181 1.370  -0.286
13 S 0.699 -0.836 -1.319  0.426
14 H 1.099 0.691 1.755  0.511
15 H 1.381 3.266 1.027  0.351
16 H 1.685 3.613 -0.650  0.414
17 H 2.989 2.970 0.377  0.371
18 H -2.955 0.478 0.647  0.342
19 H -3.993 -0.646 1.220  0.355
20 H -1.578 -1.476 -0.478  0.295
21 H -2.345 -2.596 0.617  0.287
22 H 0.698 -1.753 2.167  0.436
23 H 0.066 -2.558 0.577  0.588
24 H 2.497 2.010 -1.993  0.237
25 H 2.966 -0.317 -1.944  0.298
26 H -4.371 -1.172 -0.788  0.337

***

Arrangement two

Formula: C6H13N3O3S
Source: the Open Molecules 2025 dataset
Level of theory: ωB97M-V/def2-TZVPD

Values from the calculation:
* SMILES: C/N=N/[C@@H](/N=C/S(=O)(=O)O)C(C)C
* HOMO: -9.3 eV
* E_LUMO: 0.2 eV
* net charge: 0

Last column: Mulliken charge in e.
Cartesian coordinates (Å):
1 C 2.212 -1.160 -2.290  -0.756
2 N 1.114 -0.863 -1.428  -0.233
3 N 1.373 -0.805 -0.210  -0.259
4 C 0.448 -0.361 0.699  -0.194
5 N 1.066 0.728 1.348  -0.149
6 C 2.282 1.025 1.397  -0.430
7 S 2.572 2.540 2.273  1.164
8 O 3.820 2.578 2.956  -0.609
9 O 2.044 3.589 1.458  -0.588
10 O 1.450 2.344 3.408  -0.507
11 C -0.948 0.169 0.151  0.540
12 C -1.938 -0.937 0.360  -1.737
13 C -1.486 1.493 0.718  -0.916
14 H 2.194 -2.167 -2.596  0.269
15 H 3.123 -0.902 -1.763  0.336
16 H 1.945 -0.502 -3.075  0.314
17 H 0.144 -1.087 1.420  0.431
18 H 3.089 0.498 0.943  0.486
19 H 0.645 2.912 3.098  0.393
20 H -0.766 0.348 -0.933  0.372
21 H -2.797 -0.684 -0.231  0.421
22 H -2.117 -0.929 1.354  0.539
23 H -1.421 -1.874 0.128  0.396
24 H -2.221 2.171 0.082  0.276
25 H -0.602 2.128 0.871  0.204
26 H -1.866 1.122 1.741  0.235

***

What should be chosen as the least stable of them? Choose arrangement one.

***

Arrangement one

Formula: CH7N2Si
Source: the Open Molecules 2025 dataset
Level of theory: ωB97M-V/def2-TZVPD

Values from the calculation:
* SMILES: N/C=[NH+]/[SiH3]
* HOMO: -15.6 eV
* E_LUMO: -3.8 eV
* net charge: +1

Last column: Mulliken charge in e.
Cartesian coordinates (Å):
1 N 2.123 -0.055 -0.054  -0.337
2 C 0.875 0.343 0.012  0.358
3 N -0.232 -0.395 0.001  -0.338
4 Si -1.980 0.035 -0.007  0.332
5 H 3.015 0.510 0.057  0.283
6 H 2.375 -0.993 -0.337  0.244
7 H 0.507 1.392 0.140  0.218
8 H -0.009 -1.473 0.203  0.313
9 H -2.414 -0.583 1.148  -0.018
10 H -1.680 1.596 0.143  -0.057
11 H -2.581 -0.378 -1.306  0.003

***

Arrangement two

Formula: CH7N2Si
Source: the Open Molecules 2025 dataset
Level of theory: ωB97M-V/def2-TZVPD

Values from the calculation:
* HOMO: -14.2 eV
* E_LUMO: -4.7 eV
* net charge: +1

Last column: Mulliken charge in e.
Cartesian coordinates (Å):
1 C -1.182 0.531 -0.199  -0.175
2 N -2.147 -0.404 -0.211  -0.236
3 N 0.989 -0.214 0.561  -0.437
4 Si 2.461 -0.076 -0.110  0.366
5 H -1.042 1.047 -1.117  0.353
6 H -2.301 -1.025 -1.023  0.271
7 H -2.511 -0.704 0.626  0.255
8 H -0.933 0.987 0.737  0.346
9 H 3.671 0.088 0.711  0.002
10 H 2.258 0.216 -1.516  -0.022
11 H 0.738 -0.446 1.541  0.278

***

What should be chosen as the least stable of them? Choose arrangement two.